Entry 1:
Density functional theory data (the ωB97M-V functional and the def2-TZVPD basis) for 2 unconnected molecules or ions with the total composition C5H9N4O3.

```
21
Properties=species:S:1:pos:R:3:mulliken_charge:R:1
C 1.21580 0.68598 0.67104 0.1323
C 0.54629 4.03137 0.33958 -0.2508
C 1.68610 1.23881 1.78945 0.3771
C 2.41044 0.36838 2.78778 -1.3337
C -2.17248 -2.06052 -2.90445 0.2244
N 1.03063 3.35172 1.10781 -0.0111
N 1.52846 2.56715 2.04767 -0.0002
N 0.38918 0.09569 -0.01988 0.5145
N -3.36835 -2.52677 -3.16114 -0.2791
O 0.50983 -0.28985 -1.27408 -0.4131
O -0.75550 -0.35562 0.64590 -0.4110
O -1.79052 -1.46467 -1.92113 -0.6975
H 1.87725 0.27772 3.66689 0.3731
H 2.62355 -0.56352 2.33004 0.3768
H 3.44416 0.72183 2.79623 0.3874
H -1.37517 -2.50310 -3.53513 0.2431
H 1.56099 3.21690 2.90394 0.3197
H -0.33281 -0.90005 -1.64373 0.5578
H -4.03700 -2.54008 -2.48002 0.2023
H -3.56997 -2.72742 -4.10767 0.2514
H -1.42087 -0.62396 -0.03908 0.4367
```

For the energy above the lowest of the compared OMol25 structures with the same formula, charge and spin, the calculation gives 589.1 kJ/mol. The total energy is -640.1538 Eh. The HOMO-LUMO gap comes out at 0.3729 Eh. As for the charge: +1.

---

Entry 2:
Density functional theory data (the ωB97M-V functional and the def2-TZVPD basis) for a single C6H9N molecule.

```
16
Properties=species:S:1:pos:R:3:mulliken_charge:R:1
C -2.58072 -0.44562 -0.16347 -1.1941
C -1.15442 -0.01281 -0.04408 0.8638
C -0.69381 1.24880 0.26074 -0.8381
N 0.68981 1.22015 0.27524 -0.0512
C 1.10466 -0.05268 -0.00997 0.3911
C 2.55168 -0.38016 0.01774 -1.2067
C -0.00380 -0.83068 -0.23203 -0.7155
H -3.26862 0.39251 -0.20782 0.3279
H -2.89598 -1.05769 0.67650 0.2490
H -2.76184 -1.03850 -1.05547 0.3099
H -1.24117 2.16468 0.43411 0.3911
H 1.41473 1.94604 0.43366 0.2345
H 3.00497 -0.29835 1.01192 0.2827
H 2.73569 -1.39058 -0.35994 0.3022
H 3.09344 0.42103 -0.56121 0.2987
H 0.00538 -1.88615 -0.47593 0.3548
```

Its SMILES is Cc1c[nH]c(C)c1. For the energy above the lowest of the compared OMol25 structures with the same formula, charge and spin, the calculation gives 20.9 kJ/mol. The total energy is -288.7741 Eh. The HOMO-LUMO gap comes out at 0.3237 Eh.

---

Entry 3:
Density functional theory data (the ωB97M-V functional and the def2-TZVPD basis) for 2 unconnected molecules or ions with the total composition C21H41BNO5P.

```
70
Properties=species:S:1:pos:R:3:mulliken_charge:R:1
C -2.80566 2.18594 -1.12416 -1.5033
C -2.04589 1.64221 0.08573 -0.1762
C -0.96755 2.62989 0.54865 -0.1272
C 0.12037 1.92552 1.38154 -0.7655
B 1.28703 1.28540 0.56966 -0.2829
C 2.08698 -0.01650 0.99274 -0.6966
C 1.41111 -0.94993 2.00046 0.2578
C 2.41353 -1.90365 2.68211 -0.8221
C 2.28768 -3.35685 2.24800 -0.7761
N 1.03833 -3.98009 2.62779 0.3678
C 0.82742 -4.69302 3.76956 -0.3063
C -0.47863 -5.12845 3.82497 -0.6195
C -1.10203 -4.64500 2.63711 -0.7556
C -0.14844 -3.94630 1.93390 -0.3575
C 1.78061 1.99098 -0.77063 -1.3459
C 0.89309 1.64049 -1.97143 1.0753
C 1.36993 0.37402 -2.74946 -0.8783
P 0.22825 -0.98909 -2.47649 0.4737
O 0.27292 -1.48219 -1.09796 -0.4683
O -1.22512 -0.47780 -2.88589 -0.3478
C -1.35380 0.13514 -4.17293 -0.0160
C -2.82768 0.16801 -4.56288 -1.4223
O 0.59921 -2.10131 -3.57483 -0.3717
C 0.71928 -3.45408 -3.09653 -0.3168
C 2.17824 -3.78283 -2.81708 -1.0173
H -3.36393 1.39375 -1.62456 0.2822
H -2.12816 2.63330 -1.85030 0.2514
H -3.47798 2.96619 -0.78270 0.5220
H -1.56617 0.69039 -0.15729 -0.0251
H -2.75713 1.51759 0.89604 0.5478
H -1.45333 3.36097 1.19737 0.2471
H -0.55590 3.20234 -0.27828 0.3678
H 0.57374 2.67829 2.04025 0.2461
H -0.38964 1.21510 2.03171 0.2531
H 3.04621 0.32995 1.39654 0.5637
H 2.33445 -0.60785 0.10946 0.0708
H 0.88705 -0.39292 2.76717 0.2950
H 0.68066 -1.52020 1.43772 -0.1444
H 2.31517 -1.87605 3.76641 0.3321
H 3.42555 -1.57305 2.45962 0.4389
H 3.06859 -3.93307 2.74350 0.3749
H 2.44935 -3.47704 1.17987 0.2160
H 1.57329 -4.89570 4.51812 0.3412
H -0.91688 -5.69732 4.62003 0.4054
H -2.12743 -4.78541 2.35270 0.4358
H -0.23109 -3.43625 0.99225 0.5026
H 1.78724 3.06509 -0.59868 0.5001
H 2.80666 1.67442 -0.97973 0.3068
H -0.14318 1.49170 -1.68561 -0.8215
H 0.90209 2.47942 -2.66193 0.3734
H 2.32639 0.05781 -2.34689 0.6454
H 1.43813 0.62956 -3.80265 0.4322
H -0.79952 -0.41687 -4.93053 0.3889
H -0.96084 1.14678 -4.14525 0.1747
H -3.02940 -0.42323 -5.44943 0.3459
H -3.15705 1.18816 -4.72684 0.3526
H -3.41667 -0.22798 -3.74363 0.2903
H 0.06915 -3.65316 -2.25392 0.3151
H 0.37609 -4.07852 -3.91621 0.4016
H 2.74504 -2.89246 -2.57665 0.2934
H 2.62503 -4.18173 -3.72643 0.3164
H 2.30148 -4.54362 -2.05430 0.2847
O -2.30473 5.43553 1.55153 -0.7869
C -2.18638 6.25596 2.64135 -0.5537
C -1.27327 5.70623 3.80767 0.1510
O -1.15564 6.50619 4.90162 -0.9408
H -3.15495 6.50346 3.15259 0.1721
H -1.75488 7.26943 2.42073 0.1801
H -0.29453 5.46639 3.28931 -0.1618
H -1.69185 4.67794 4.01631 0.0139
```

The total energy is -1621.8381 Eh. The HOMO-LUMO gap comes out at 0.0485 Eh. As for the charge: -2.

---

Entry 4:
Density functional theory data (the ωB97M-V functional and the def2-TZVPD basis) for 2 unconnected molecules or ions with the total composition C7H14.

```
21
Properties=species:S:1:pos:R:3:mulliken_charge:R:1
C 1.70372 1.79899 -0.73939 -1.1259
C 0.22516 1.89551 -0.49203 -0.1708
C -0.72871 1.08962 -0.96096 -0.0758
C -0.56107 -0.10821 -1.85018 -1.0876
H 1.98694 0.86591 -1.23509 0.2637
H 2.04699 2.62767 -1.37150 0.3294
H 2.26170 1.86523 0.20225 0.2865
H -0.08703 2.72539 0.14326 0.3866
H -1.75711 1.30866 -0.67302 0.3634
H -1.14633 -0.95170 -1.46497 0.2378
H 0.48082 -0.43114 -1.93512 0.2587
H -0.92771 0.10443 -2.86250 0.3306
C -1.05571 -0.36992 2.06463 -0.7136
C -0.86839 -1.62340 1.66222 0.0837
C 0.35415 -2.11224 0.93865 -0.8903
H -1.95284 -0.06700 2.59829 0.2557
H -0.31987 0.40415 1.85979 0.2183
H -1.63490 -2.36884 1.87729 0.2984
H 0.95813 -1.27345 0.57499 0.1335
H 0.98070 -2.72355 1.60043 0.3428
H 0.08707 -2.74146 0.08135 0.2746
```

Its SMILES is C/C=C\C.C=CC. For the energy above the lowest of the compared OMol25 structures with the same formula, charge and spin, the calculation gives 150.4 kJ/mol. The total energy is -275.0590 Eh. The HOMO-LUMO gap comes out at 0.3725 Eh.

---

Entry 5:
Density functional theory data (the ωB97M-V functional and the def2-TZVPD basis) for 2 unconnected molecules or ions with the total composition C4H7N2.

```
13
Properties=species:S:1:pos:R:3:mulliken_charge:R:1
C -2.60579 0.65195 0.20836 0.0432
C -3.05567 -0.37650 -0.30984 0.1398
C -3.73381 -1.42741 -0.86606 -0.2395
C 1.51995 0.73375 0.16087 0.1591
N 2.86778 0.79446 0.38614 -0.4247
N 0.75523 -0.24391 0.48016 -0.5502
H -2.27941 1.65384 0.27734 0.3897
H -4.34416 -2.11248 -0.29253 0.2984
H -3.58727 -1.43340 -1.92399 0.2794
H 1.06230 -0.91470 1.10061 0.1955
H 1.30639 1.59368 -0.43154 0.2711
H 3.48486 0.19153 0.96534 0.2195
H 3.41854 1.64170 0.15246 0.2187
```

For the energy above the lowest of the compared OMol25 structures with the same formula, charge and spin, the calculation gives 608.1 kJ/mol. The total energy is -265.6769 Eh. The HOMO-LUMO gap comes out at 0.1647 Eh. As for the charge: +1.

---

Entry 6:
Density functional theory data (the ωB97M-V functional and the def2-TZVPD basis) for a molecular structure, C15H24F5N2O5PS5SbSe4W.

```
63
Properties=species:S:1:pos:R:3:lowdin_spin:R:1
W 2.30624 -2.32777 0.43006 0.6993
S 1.53944 -0.43122 -3.93595 -0.0019
Sb 0.24431 -1.48496 -2.51977 -0.0022
S 1.97667 -3.36932 -1.50161 -0.0217
S 0.79352 -0.59665 -0.08571 0.0488
Se 3.48549 -4.57803 0.65938 0.1599
Se 4.56933 -4.29187 2.71210 0.0401
Se 3.89004 -2.06094 2.68732 -0.0056
Se 1.62764 -2.34383 2.88571 -0.0156
F 3.68381 -0.57176 -1.53757 0.0036
C 4.12740 -1.29807 -0.44735 0.0028
F 4.66693 -0.32607 0.37469 0.0013
C 5.36021 -2.06106 -0.97522 0.0016
F 6.03707 -2.60436 0.05136 0.0006
F 6.19137 -1.21182 -1.59736 0.0007
F 5.05528 -3.03124 -1.83120 0.0006
O -4.15027 0.27715 2.79942 0.0000
C -4.72205 -0.95254 2.39360 0.0000
N -3.62078 -1.84110 2.13993 0.0000
C -3.65953 -2.76527 1.14826 -0.0001
O -4.65178 -2.97645 0.47755 -0.0001
C -2.39655 -3.54406 0.93912 -0.0005
C -2.46528 -4.90200 0.65447 0.0005
C -1.28391 -5.59907 0.47283 0.0000
C -0.08107 -4.91108 0.52852 0.0032
N -0.01147 -3.59809 0.74877 0.0073
C -1.15253 -2.93938 0.96867 -0.0001
H -4.82062 0.78354 3.26727 0.0000
H -5.29659 -0.86062 1.46925 0.0000
H -5.37336 -1.35017 3.18076 0.0000
H -2.79346 -1.71880 2.70113 0.0000
H -3.43100 -5.38360 0.58164 0.0000
H -1.28203 -6.66149 0.27947 0.0002
H 0.86282 -5.42029 0.38068 0.0042
H -1.06591 -1.87345 1.15431 -0.0010
C 0.11949 5.16271 -2.84486 0.0000
C 0.82341 3.89104 -3.27317 0.0003
C 2.20602 3.73682 -2.67891 0.0029
O -0.02064 2.73198 -3.00223 0.0022
P -0.44993 1.97896 -1.70931 0.0028
S -1.71756 0.57310 -2.14118 -0.0013
S 1.29448 1.35690 -0.71266 0.0590
O -1.08046 3.11507 -0.80798 0.0003
C -2.07073 2.87735 0.23659 0.0001
C -1.42485 2.27965 1.46973 0.0001
C -2.71424 4.22241 0.49341 0.0000
H 0.71589 6.02078 -3.15476 0.0000
H -0.00560 5.19419 -1.76356 0.0000
H -0.86280 5.23684 -3.30856 0.0000
H 0.89739 3.85997 -4.36086 0.0001
H 2.18450 3.83082 -1.59023 0.0016
H 2.84494 4.52718 -3.07132 0.0002
H 2.64023 2.77329 -2.94265 0.0004
H -2.80429 2.17733 -0.17118 0.0000
H -0.68818 2.96645 1.88943 0.0000
H -0.92400 1.33928 1.23948 0.0003
H -2.19428 2.07162 2.21252 0.0000
H -1.95728 4.95400 0.77695 0.0000
H -3.43583 4.13583 1.30445 0.0000
H -3.22974 4.58273 -0.39496 0.0000
O 2.59056 0.69474 2.13169 0.0051
H 2.82212 1.12708 2.96071 0.0001
H 2.28202 1.40765 1.55890 -0.0001
```

For the energy above the lowest of the compared OMol25 structures with the same formula, charge and spin, the calculation gives 35.6 kJ/mol. The spin multiplicity is 2. The total energy is -13816.5840 Eh. The HOMO-LUMO gap (spin up / spin down) comes out at 0.2096 / 0.2151 Eh.

---

Entry 7:
Density functional theory data (the ωB97M-V functional and the def2-TZVPD basis) for a molecular structure, C10H28ClI2OP2Ru.

```
45
Properties=species:S:1:pos:R:3:lowdin_spin:R:1
I -0.13689 1.65691 1.11976 0.0169
I -0.23125 -0.97489 1.32716 0.0954
Ru -0.09900 -0.09651 -3.56337 2.9369
P -1.90523 0.03726 -2.14184 0.1730
C -3.49517 0.02520 -1.15112 0.0707
C -2.28896 1.34945 -3.38266 0.0545
H -3.15089 1.05200 -3.99042 0.0039
H -3.19441 -1.03745 -3.91748 0.0041
H -1.36849 1.51249 -4.00157 0.0119
H -1.43460 -1.60304 -3.90788 0.0125
H -3.41989 0.74388 -0.32413 0.0001
H -2.49885 2.24330 -2.79004 0.0052
C -2.34136 -1.34247 -3.29712 0.0535
H -4.40392 0.27762 -1.73857 0.0074
H -2.59789 -2.18420 -2.64498 0.0048
H -3.66568 -0.95900 -0.68252 0.0006
P 1.71982 -0.06091 -2.10910 0.1618
C 3.24208 0.05979 -0.97771 0.0585
C 2.28137 -1.53430 -3.08563 0.0474
H 1.55020 1.55740 -3.93139 0.0093
H 3.27224 0.99438 -3.69259 0.0049
H 2.52602 2.13152 -2.52509 0.0032
C 2.33484 1.29008 -3.20208 0.0470
H 1.45471 -1.84595 -3.76325 0.0092
H 3.20658 -1.30637 -3.64011 0.0045
H 4.19413 0.00170 -1.54590 0.0070
H 3.24702 -0.72617 -0.20972 0.0001
H 2.47610 -2.32297 -2.34320 0.0033
H 3.23217 1.02655 -0.45286 0.0002
Cl 0.17557 -0.04421 -5.86948 0.2918
C 0.35544 -2.16975 4.37401 0.0295
C -0.66929 -1.08578 4.62310 0.0632
O -0.06415 0.14675 4.26357 0.5464
C -0.38782 1.36075 4.90019 0.0858
C 0.91307 1.93984 5.40194 0.0591
H 0.55302 -2.31024 3.30965 0.0038
H 0.04323 -3.13522 4.78050 0.0050
H 1.29986 -1.84630 4.80747 0.0007
H -1.50570 -1.27296 3.93847 0.0432
H -1.01220 -1.11247 5.67179 0.0105
H -0.74204 2.04131 4.10726 0.0448
H -1.11868 1.24456 5.72275 0.0008
H 1.66076 1.91044 4.60773 0.0008
H 0.72316 2.98302 5.64342 0.0040
H 1.27097 1.38498 6.28303 0.0027
```

The spin multiplicity is 6. The total energy is -2305.4604 Eh. The HOMO-LUMO gap (spin up / spin down) comes out at 0.2194 / 0.1585 Eh. As for the charge: +2.

---

Entry 8:
Density functional theory data (the ωB97M-V functional and the def2-TZVPD basis) for a gas-phase ion, C6H9N5O (charge +2).

```
21
Properties=species:S:1:pos:R:3:mulliken_charge:R:1
C 0.75281 -0.63226 2.16085 -1.3659
C 0.17415 -0.68793 0.79349 0.3383
N -1.10008 -1.19194 0.64091 -0.1244
C -1.89426 -0.94575 -0.42969 -0.1216
N -1.64869 -0.03365 -1.36252 0.0376
C -0.37155 0.46123 -1.49698 -0.3384
N -0.07955 2.19982 -1.51257 0.4883
O -0.74275 2.97441 -2.11890 -0.4243
C 1.10462 2.22153 -0.79116 -0.1517
N 1.46590 1.15993 -0.18084 -0.5890
C 0.52840 0.11792 -0.42935 1.3681
N 1.22722 -1.14027 -0.26115 -0.3140
H 0.24738 -1.45446 2.76804 0.4052
H 0.30677 0.17244 2.86124 0.3676
H 1.88195 -0.44144 2.22592 0.3121
H -1.64995 -1.67328 1.31326 0.2797
H -2.88319 -1.54000 -0.34295 0.3986
H -2.17442 0.37486 -2.10577 0.2815
H 1.49350 3.22301 -0.79104 0.4632
H 2.18661 -1.17826 0.00592 0.3219
H 1.17513 -1.98591 -0.94671 0.3672
```

Its SMILES is C[C@@]12NC=[NH+]C3=[N+]([O-])C=N[C@]31[NH2+]2. For the energy above the lowest of the compared OMol25 structures with the same formula, charge and spin, the calculation gives 150.3 kJ/mol. The total energy is -582.1664 Eh. The HOMO-LUMO gap (spin up / spin down) comes out at 0.2531 / 0.3094 Eh. As for the charge: +2.